No. 1
The following is a DFT calculation (wB97M-V/def2-TZVPD) of the molecule C4H10N2O.

Its structure (SMILES) is CN(C)C(=O)CN. For the energy above the lowest of the compared OMol25 structures with the same formula, charge and spin, the calculation gives 263.4 kJ/mol. Its LUMO energy is 0.73 eV. As for the total energy: -9336.25724 eV. The largest force on an atom is 4.7 eV Å⁻¹. Its spin multiplicity is 1. The HOMO energy is -9.3 eV.

Element x y z (Å)
N1 1.5507 -0.0318 2.3284
C1 0.2409 0.2204 1.6522
C2 -0.1894 -0.6894 0.5344
N2 -0.2551 -0.0197 -0.7064
C3 -0.9208 -0.9304 -1.6895
C4 0.0900 1.4028 -1.1645
O1 -0.7463 -1.8086 0.6340
H1 2.1896 0.0953 1.5694
H2 1.6026 -1.0563 2.6047
H3 0.0911 1.2565 1.4072
H4 -0.4554 -0.1028 2.4669
H5 -1.3200 -0.1785 -2.4345
H6 -0.3665 -1.8056 -1.9044
H7 -1.9467 -1.3545 -1.2914
H8 1.1484 1.6336 -0.8366
H9 -0.6530 2.1965 -0.9712
H10 -0.0601 1.1723 -2.1986

=====

No. 2
The following is a DFT calculation (wB97M-V/def2-TZVPD) of the molecule C4H10N2O.

Its structure (SMILES) is NCCCC(N)=O. For the energy above the lowest of the compared OMol25 structures with the same formula, charge and spin, the calculation gives 176.9 kJ/mol. Its LUMO energy is 0.84 eV. As for the total energy: -9337.15411 eV. The largest force on an atom is 4.0 eV Å⁻¹. Its spin multiplicity is 1. The HOMO energy is -8.8 eV.

Element x y z (Å)
C1 0.0693 0.6149 1.5495
C2 0.9602 0.5117 0.1886
C3 0.4300 -0.6034 -0.7717
C4 -1.0710 -0.3578 -1.1657
N1 -1.0835 0.3159 -2.4144
O1 -1.9896 -0.2843 -0.3438
N2 0.0622 -0.7334 2.3625
H1 -0.9250 0.7982 1.1965
H2 0.2988 1.4872 2.1825
H3 0.7306 1.4731 -0.3757
H4 2.0270 0.3870 0.4252
H5 1.1746 -0.5097 -1.6190
H6 0.5742 -1.6398 -0.3480
H7 -1.8689 0.8322 -2.6539
H8 -0.3271 0.1180 -2.9952
H9 0.1943 -1.4990 1.6900
H10 0.7440 -0.9108 3.0924

=====

No. 3
The following is a DFT calculation (wB97M-V/def2-TZVPD) of a 2-piece molecular cluster, C4H10N2O overall.

Its structure (SMILES) is [H]/N=C(\N)CC.C=O. For the energy above the lowest of the compared OMol25 structures with the same formula, charge and spin, the calculation gives 198.7 kJ/mol. Its LUMO energy is 1.00 eV. As for the total energy: -9336.92828 eV. The largest force on an atom is 2.0 eV Å⁻¹. Its spin multiplicity is 1. The HOMO energy is -9.5 eV.

Element x y z (Å)
C1 0.2288 2.1943 1.2494
C2 -0.9549 -0.3870 -0.6152
C3 -0.9049 -1.7696 -1.2629
C4 0.4032 0.0546 -0.1391
N1 0.9833 -0.7477 0.8222
O1 0.5115 1.4758 2.2013
N2 1.0090 0.9981 -0.7541
H1 1.8641 -0.4504 1.2201
H2 0.4234 -1.4308 1.3042
H3 1.9478 1.1790 -0.4046
H4 -0.7981 2.2985 0.8704
H5 0.9199 2.9765 0.8941
H6 -1.3086 0.3481 -1.3377
H7 -1.6409 -0.3976 0.2354
H8 -1.8984 -2.0645 -1.5958
H9 -0.2409 -1.7553 -2.1227
H10 -0.5443 -2.5220 -0.5651

=====

No. 4
The following is a DFT calculation (wB97M-V/def2-TZVPD) of the molecule C4H10N2O.

Its structure (SMILES) is CCCNC(N)=O. For the energy above the lowest of the compared OMol25 structures with the same formula, charge and spin, the calculation gives 214.1 kJ/mol. Its LUMO energy is 0.90 eV. As for the total energy: -9336.76820 eV. The largest force on an atom is 4.0 eV Å⁻¹. Its spin multiplicity is 1. The HOMO energy is -9.1 eV.

Element x y z (Å)
C1 0.0684 -0.0677 0.3807
N1 0.1687 -0.0251 -1.1674
C2 0.5937 -1.1298 -1.9776
N2 0.0543 -2.4303 -2.1697
O1 1.6639 -0.9628 -2.5992
C3 -0.2749 1.4149 0.8979
C4 -0.6102 1.3247 2.3487
H1 1.2002 -0.1569 0.7630
H2 -0.6364 -0.8120 0.8033
H3 0.7838 0.7982 -1.5237
H4 -0.9876 -2.5423 -2.2030
H5 0.4293 -3.0890 -2.9704
H6 0.6848 1.9702 0.8255
H7 -1.1096 1.8656 0.2752
H8 -1.6864 1.0238 2.4620
H9 0.0393 0.5977 2.8128
H10 -0.3812 2.2208 3.0419

=====

No. 5
The following is a DFT calculation (wB97M-V/def2-TZVPD) of the molecule C4H10N2O.

Its structure (SMILES) is C=C[C@](C)(O)NN. For the energy above the lowest of the compared OMol25 structures with the same formula, charge and spin, the calculation gives 461.7 kJ/mol. Its LUMO energy is 0.83 eV. As for the total energy: -9334.20242 eV. The largest force on an atom is 5.2 eV Å⁻¹. Its spin multiplicity is 1. The HOMO energy is -7.9 eV.

Element x y z (Å)
C1 1.6538 -1.5597 -0.1231
C2 1.0999 -0.4133 -0.4910
C3 0.0498 1.9806 -0.3164
C4 0.1684 0.5261 0.1686
N1 -2.0933 -1.1301 0.0287
N2 -1.3920 -0.0749 -0.5468
O1 -0.1256 0.2712 1.4732
H1 2.1483 -2.3018 -0.7643
H2 1.6519 -1.7754 0.8757
H3 1.2617 -0.3739 -1.6036
H4 -0.7581 2.5135 0.2060
H5 0.9859 2.5047 0.0587
H6 0.0329 1.9072 -1.3346
H7 -1.6409 -2.0225 0.0168
H8 -2.4324 -1.0419 0.9142
H9 -1.9908 0.7444 -0.4903
H10 -0.5598 -0.5835 1.6385

=====

No. 6
The following is a DFT calculation (wB97M-V/def2-TZVPD) of a 2-piece molecular cluster, C4H10N2O overall.

Its structure (SMILES) is C/C=C(\N)O.C=N. For the energy above the lowest of the compared OMol25 structures with the same formula, charge and spin, the calculation gives 271.3 kJ/mol. Its LUMO energy is 0.64 eV. As for the total energy: -9336.17608 eV. The largest force on an atom is 2.6 eV Å⁻¹. Its spin multiplicity is 1. The HOMO energy is -8.2 eV.

Element x y z (Å)
C1 -1.9304 -0.3318 -0.4428
C2 0.5583 -0.2780 -0.8532
N1 0.6206 1.0242 -1.3709
C3 -0.5365 -0.8867 -0.3392
O1 1.6832 -1.0216 -1.0922
H1 2.3992 -0.4241 -1.3365
H2 0.9433 1.0694 -2.3309
H3 -0.2366 1.5422 -1.2508
H4 -0.4495 -1.9511 -0.1747
H5 -2.0733 0.2948 -1.3253
H6 -2.6494 -1.1404 -0.4706
H7 -2.1672 0.2788 0.4340
C4 1.0575 0.6253 2.2555
N2 0.1376 -0.1740 2.5178
H8 -0.1808 -0.6936 1.5986
H9 1.4464 0.7000 1.2056
H10 1.3776 1.3667 2.9757

=====

No. 7
The following is a DFT calculation (wB97M-V/def2-TZVPD) of the molecule C4H10N2O.

Its structure (SMILES) is CN(C)CC(N)=O. For the energy above the lowest of the compared OMol25 structures with the same formula, charge and spin, the calculation gives 303.0 kJ/mol. Its LUMO energy is 0.74 eV. As for the total energy: -9335.84680 eV. The largest force on an atom is 4.7 eV Å⁻¹. Its spin multiplicity is 1. The HOMO energy is -8.3 eV.

Element x y z (Å)
C1 0.6363 1.3372 1.1002
N1 -0.4293 0.3242 0.8422
C2 -0.2647 -0.8555 1.6910
C3 -0.8333 -0.1779 -0.5094
C4 -0.4333 0.3248 -1.8722
N2 0.6029 -0.4877 -2.3701
O1 -0.8238 1.5018 -2.1501
H1 0.4131 2.3701 0.7490
H2 1.5837 0.8189 0.7172
H3 0.7997 1.2893 2.1853
H4 -0.0788 -0.3901 2.6454
H5 -1.3336 -1.2433 1.7238
H6 0.5354 -1.5742 1.4285
H7 -0.4930 -1.2886 -0.5526
H8 -1.8807 -0.3817 -0.5283
H9 0.8996 -0.4644 -3.3558
H10 1.0998 -1.1028 -1.7441

=====

No. 8
The following is a DFT calculation (wB97M-V/def2-TZVPD) of a 2-piece molecular cluster, C4H10N2O overall.

For the energy above the lowest of the compared OMol25 structures with the same formula, charge and spin, the calculation gives 506.9 kJ/mol. Its LUMO energy is 0.49 eV. As for the total energy: -9333.73403 eV. The largest force on an atom is 2.0 eV Å⁻¹. Its spin multiplicity is 1. The HOMO energy is -7.0 eV.

Element x y z (Å)
C1 0.7105 -1.0047 -1.5184
C2 -0.0481 -0.6813 -0.2685
C3 1.4934 -0.6348 1.1274
N1 -1.0351 -1.3865 0.1081
O1 2.6572 -0.7822 0.8262
H1 -1.5174 -1.0586 0.9405
H2 1.1339 -1.0195 2.1343
H3 0.1161 -0.7288 -2.3957
H4 1.6809 -0.5087 -1.5243
H5 0.8819 -2.0780 -1.5621
C4 -1.3708 1.5185 0.5936
N2 -0.1973 1.0701 -0.1648
H6 -0.2019 1.4053 -1.1301
H7 0.6659 1.0120 0.4614
H8 -2.2645 0.9692 0.2901
H9 -1.5082 2.5861 0.4319
H10 -1.1966 1.3219 1.6504

=====

Number 1: HOMO-LUMO gap 10.0 eV. Number 2: HOMO-LUMO gap 9.7 eV. Number 3: HOMO-LUMO gap 10.5 eV. Number 4: HOMO-LUMO gap 10.0 eV. Number 5: HOMO-LUMO gap 8.8 eV. Number 6: HOMO-LUMO gap 8.8 eV. Number 7: HOMO-LUMO gap 9.1 eV. Number 8: HOMO-LUMO gap 7.5 eV.